The following is a quantum chemistry calculation of a structure of composition C25H69B2BrInO13S8, from the Open Molecules 2025 dataset.

```
119
Properties=species:S:1:pos:R:3:mulliken_charge:R:1
C -1.04112 -1.84518 6.01487 -0.667
C -1.69115 -2.35195 4.63611 -0.154
B -1.66058 -1.09254 3.59213 -0.773
O -2.87166 -0.32249 3.41395 -0.070
In 0.28718 -0.64791 2.44940 1.395
Br 2.32817 -0.18793 4.07114 -0.589
C 0.73507 -2.25814 0.92255 -0.786
C 1.92331 -3.25684 1.33029 -0.028
C 3.39086 -2.56237 1.26845 -0.178
C 4.23658 -3.17850 2.47957 -0.498
C 5.33974 -2.20010 3.10536 -0.444
O 5.76254 -1.12891 2.21837 -0.234
C 6.63907 -0.27949 2.94476 0.602
C 7.04038 1.18703 2.40377 -0.832
O 7.12516 -0.58563 4.06267 -0.558
B -0.08761 1.28190 1.22762 -0.197
O 0.50281 2.51935 1.68423 -0.567
O -0.88909 1.15230 0.02421 -0.405
H 0.05678 -2.16277 6.07203 0.188
H -1.63589 -2.14919 6.93861 0.257
H -1.02792 -0.69263 5.98902 0.142
H -1.09621 -3.19823 4.13177 0.088
H -2.79551 -2.61795 4.78985 0.133
H -2.76640 0.60092 3.72177 0.162
H 1.07219 -1.71619 -0.03028 -0.028
H -0.20116 -2.88698 0.72596 0.345
H 1.87036 -4.15516 0.59541 -0.132
H 1.69772 -3.70361 2.36124 0.216
H 3.84837 -2.93730 0.28489 0.171
H 3.34061 -1.42913 1.24704 0.269
H 3.59645 -3.54802 3.35575 0.239
H 4.79232 -4.09604 2.08055 0.237
H 4.90178 -1.79796 4.08921 0.257
H 6.25518 -2.85430 3.35120 0.256
H 6.46062 1.45321 1.46664 0.233
H 8.17439 1.19630 2.24386 0.271
H 6.82419 1.88406 3.28694 0.267
H 0.29228 2.66438 2.62751 0.273
H -1.39547 2.00357 -0.03825 0.209
C 1.50140 2.16505 -4.05949 -0.461
S 1.49514 0.60616 -3.15055 0.626
O 2.62486 -0.22446 -3.67381 -0.625
C -0.02699 -0.02769 -3.88368 -0.979
H 2.39811 2.72202 -3.78548 0.344
H 1.50982 1.97201 -5.13398 0.279
H 0.61829 2.74545 -3.78813 -0.184
H 0.07834 -0.08506 -4.96937 0.342
H -0.85832 0.62833 -3.61992 0.335
H -0.21288 -1.02489 -3.48362 0.325
C -3.08651 5.19663 5.24896 -0.937
S -3.08133 3.64956 6.18169 0.413
O -1.95812 2.81588 5.65848 -0.525
C -4.60878 3.00148 5.47513 -0.769
H -2.18706 5.75740 5.50541 0.326
H -3.08923 4.98527 4.17802 0.261
H -3.96721 5.78186 5.51936 0.360
H -4.51551 2.92822 4.39025 0.076
H -5.43996 3.65860 5.73731 0.455
H -4.78867 2.00989 5.88981 0.326
C 3.89407 -0.64640 -8.26029 -1.035
S 3.65202 0.26963 -6.72252 0.778
O 2.67246 1.36491 -7.00505 -0.711
C 5.29617 1.01048 -6.68598 -0.871
H 2.96581 -1.16484 -8.50234 0.314
H 4.14665 0.04217 -9.06908 0.306
H 4.69267 -1.37773 -8.12593 0.348
H 5.46352 1.59547 -7.59241 0.390
H 6.04769 0.22308 -6.60265 0.200
H 5.36078 1.66500 -5.81604 0.269
C 10.28701 -1.25145 -4.03704 -0.935
S 8.68905 -1.19006 -4.87519 0.520
O 8.87151 -0.40122 -6.13225 -0.625
C 7.89018 -0.11032 -3.66951 -0.746
H 10.96976 -1.85127 -4.63957 0.316
H 10.68927 -0.24267 -3.92867 0.308
H 10.16627 -1.71569 -3.05697 0.345
H 8.44413 0.82641 -3.58438 0.310
H 7.84911 -0.61239 -2.70155 0.368
H 6.87572 0.09802 -4.01112 0.143
C -8.00100 -0.87771 3.25170 -0.984
S -6.36409 -0.12850 3.39745 0.656
O -6.32415 0.61221 4.69520 -0.647
C -6.60133 1.08974 2.08707 -0.989
H -8.09362 -1.65394 4.01253 0.429
H -8.77121 -0.12119 3.40869 0.079
H -8.10937 -1.32553 2.26232 0.391
H -7.46054 1.72309 2.31539 0.337
H -6.75571 0.57720 1.13646 0.393
H -5.70323 1.70584 2.02317 0.355
C 1.58192 -7.99604 -1.62044 -0.983
S 2.70186 -6.57922 -1.65696 0.427
O 2.82803 -6.07306 -0.25979 -0.556
C 1.57365 -5.47331 -2.53082 -0.923
H 2.06961 -8.80723 -1.07904 0.318
H 0.65565 -7.72494 -1.11067 0.300
H 1.36923 -8.31876 -2.64119 0.378
H 0.64805 -5.36111 -1.96312 0.290
H 1.36082 -5.87873 -3.52180 0.412
H 2.05533 -4.50022 -2.63404 0.300
C -11.80021 2.33847 0.60667 -0.994
S -10.89973 1.63378 2.00395 0.435
O -9.44163 1.72583 1.68898 -0.540
C -11.40984 -0.07297 1.71051 -0.926
H -11.59536 3.40870 0.56894 0.320
H -11.46850 1.87252 -0.32288 0.312
H -12.87081 2.17971 0.74611 0.389
H -11.10286 -0.38679 0.71107 0.290
H -12.49342 -0.15193 1.81340 0.404
H -10.92913 -0.70954 2.45376 0.287
C -1.75538 4.54768 -3.89417 -0.967
S -1.04703 4.75577 -2.24564 0.529
O -1.79306 3.85357 -1.32098 -0.571
C -1.67024 6.43048 -1.98813 -0.971
H -1.52212 3.54224 -4.24568 0.254
H -2.83865 4.67520 -3.85260 0.371
H -1.31615 5.27954 -4.57429 0.357
H -2.75900 6.43901 -2.06710 0.292
H -1.23393 7.09990 -2.73161 0.361
H -1.37649 6.75782 -0.99042 0.334
```

The total charge is -1. The value obtained for the HOMO energy is -3.22 eV. The total energy is -7971.2299 a.u.


The following is a quantum chemistry calculation of a structure of composition ClK, from the Open Molecules 2025 dataset.

```
2
Properties=species:S:1:pos:R:3:mulliken_charge:R:1
K 16.58030 -15.04578 -22.08841 0.883
Cl 15.98755 -17.35519 -20.49674 -0.883
```

Its relative energy (zero: lowest compared OMol25 entry of this formula, charge and spin) is 1.1 kcal/mol. The total charge is 0. The value obtained for the HOMO energy is -8.13 eV. The total energy is -1060.1668 a.u.


The following is a quantum chemistry calculation of an isolated molecule of C3H3FI2O, from the Open Molecules 2025 dataset.

```
10
Properties=species:S:1:pos:R:3:mulliken_charge:R:1
O -2.18922 1.04712 0.72497 -0.423
C -1.33907 0.61442 0.04346 -0.227
C -0.28674 -0.43262 0.39710 -0.439
C 1.03637 -0.14784 -0.24545 -0.095
F 0.86145 -0.08507 -1.56688 -0.161
I 2.52542 -1.85021 0.24831 0.037
I 1.81720 1.96569 0.14932 0.091
H -1.26031 0.96416 -0.92568 0.482
H -0.72401 -1.33774 -0.21779 0.309
H -0.44110 -0.73792 1.39264 0.427
```

Its relative energy (zero: lowest compared OMol25 entry of this formula, charge and spin) is 0.0 kcal/mol. The total charge is 0. The value obtained for the HOMO energy is -9.88 eV. The total energy is -886.5479 a.u.


The following is a quantum chemistry calculation of an isolated molecule of C6H11N, from the Open Molecules 2025 dataset.

```
18
Properties=species:S:1:pos:R:3:mulliken_charge:R:1
C 1.92928 2.60457 -0.10934 -0.959
C 1.35819 1.46011 0.32241 -0.147
C 0.09426 0.90650 -0.16529 -0.461
C -0.33330 -0.33746 0.20278 0.908
C 0.40935 -1.31297 1.08508 -1.053
N -1.58105 -0.72294 -0.27367 -0.323
C -1.67527 -1.99084 -0.99340 -0.960
H 2.73699 2.98906 0.50118 0.264
H 1.73834 2.98285 -1.10596 0.282
H 1.85586 0.95698 1.14904 0.120
H -0.47092 1.68466 -0.66745 0.243
H 1.00282 -0.61314 1.66796 0.317
H 0.84639 -2.11447 0.48723 0.249
H -0.15074 -1.82645 1.87153 0.315
H -2.03514 0.04749 -0.74027 0.244
H -0.81416 -2.03338 -1.68689 0.336
H -1.34625 -2.89135 -0.44861 0.273
H -2.68614 -2.12482 -1.35682 0.351
```

Its relative energy (zero: lowest compared OMol25 entry of this formula, charge and spin) is 50.1 kcal/mol. The total charge is 0. The value obtained for the HOMO energy is -7.43 eV. The total energy is -289.8918 a.u.


The following is a quantum chemistry calculation of a cluster of 2 separate species, C3H4FIO2 in total, from the Open Molecules 2025 dataset.

```
11
Properties=species:S:1:pos:R:3:mulliken_charge:R:1
C 0.84235 0.89169 0.05198 0.353
C 1.78461 -1.19013 0.41672 -0.704
C -2.43327 0.91928 -0.70822 -0.193
O 1.32996 1.92639 0.24798 -0.312
O 0.70974 -0.29999 -0.01898 -0.062
F -3.04959 1.91407 0.01926 -0.191
I -2.74945 -0.97935 0.14035 0.045
H 2.16596 -1.01748 1.52762 0.279
H 2.71095 -1.04627 -0.13062 0.310
H 1.45963 -2.21027 0.30269 0.251
H -2.77088 1.09207 -1.84879 0.225
```

Its relative energy (zero: lowest compared OMol25 entry of this formula, charge and spin) is 110.4 kcal/mol. The total charge is 0. The value obtained for the HOMO energy (alpha / beta) is -6.50 / -8.41 eV. The total energy is -664.5438 a.u.


The following is a quantum chemistry calculation of a structure of composition C5H4HgN2O5, from the Open Molecules 2025 dataset.

```
17
Properties=species:S:1:pos:R:3:mulliken_charge:R:1
Hg 0.00041 0.05802 -0.01844 1.573
O 0.03025 3.72800 -1.98603 -0.046
C 0.01872 2.73824 -1.44718 0.082
C 1.60614 -0.82562 0.45223 0.312
O 2.55081 -1.32552 0.72145 -0.095
C -1.62436 -0.79631 0.43858 0.312
O -2.58043 -1.27891 0.69990 -0.094
C -0.00056 -0.88021 -1.64102 0.140
O -0.00082 -1.42178 -2.60389 -0.037
N 0.00000 1.17935 3.94864 -0.413
C 0.00000 -0.00022 3.26128 0.634
N 0.00000 -1.17900 3.94896 -0.365
O -0.00006 0.00435 2.04890 -0.888
H -0.00010 1.19468 4.96559 0.224
H -0.00010 2.06130 3.43051 0.220
H 0.00000 -2.06182 3.42964 0.221
H 0.00000 -1.19537 4.96540 0.221
```

The total charge is +2. The value obtained for the HOMO energy is -17.82 eV. The total energy is -831.2035 a.u.